1.
This record from OMol25 describes a structure of composition C5H39O15S in a non-equilibrium geometry. The level of theory is ωB97M-V with the def2-TZVPD basis set.

## Properties
* LUMO: 2.483 eV
* charge: -1
* HOMO: -6.017 eV

Last column: natural (NBO) charge in e.
Geometry (Å):
C 2.1821 0.4255 0.3322  -0.05
O 1.4720 1.2793 1.1587  -0.90
C 1.3399 -0.8413 0.0819  -0.49
C 0.2062 -0.7308 -1.0145  -0.44
C -1.3197 -0.5176 -0.6171  -0.60
S -2.2882 -1.9151 -0.3027  0.20
C -1.1474 -3.1901 0.4030  -0.80
H 3.2643 -0.0107 0.7770  0.11
H 2.6727 1.0978 -0.4636  0.18
H 0.7630 -1.0554 0.9734  0.22
H 2.0793 -1.6635 -0.0657  0.23
H 0.4878 0.1870 -1.5390  0.23
H 0.1853 -1.5150 -1.7617  0.20
H -1.7724 -0.0366 -1.5816  0.27
H -1.3490 0.3833 0.1824  0.20
H -1.5178 -3.3787 1.4351  0.22
H -0.0482 -3.1228 0.1671  0.25
H -1.3551 -4.2043 -0.2036  0.22
H -0.3495 1.9019 -4.5891  0.46
H -1.0914 1.4643 -3.2876  0.51
O -0.4773 1.1085 -4.0823  -1.00
H 0.8996 4.0810 0.6600  0.50
H 0.6183 2.5303 0.5801  0.50
O 0.3244 3.4234 0.3036  -1.04
H 2.4662 2.4446 1.3416  0.52
H 3.6121 3.4581 0.4523  0.47
O 2.8264 3.3968 0.9948  -1.07
H -0.4974 2.2006 -1.1251  0.49
H -1.7888 2.4996 -1.2043  0.50
O -1.1210 2.0056 -1.7558  -0.99
H -2.2502 3.7519 0.3368  0.47
H -3.5931 3.3769 -0.1389  0.50
O -2.7183 3.7585 -0.4481  -0.97
H -0.2483 1.9981 3.8935  0.51
H -0.5441 3.0293 2.7373  0.49
O -0.8366 2.7254 3.6052  -1.00
H 0.4505 -4.2334 -2.2024  0.48
H 1.6079 -4.1350 -1.1096  0.50
O 1.3945 -4.0614 -2.0978  -1.01
H 2.4824 -1.1008 -2.5982  0.47
H 2.4408 -2.4861 -1.9798  0.47
O 3.0858 -1.8746 -2.0205  -0.94
H -4.2423 1.8032 1.6452  0.53
H -4.2426 1.3865 -0.0844  0.49
O -4.5053 2.0885 0.6518  -1.04
H 0.6185 0.7279 2.0595  0.51
H -1.0357 0.6100 2.2360  0.44
O -0.3265 0.2224 2.6485  -1.12
H 1.4749 -2.6885 -4.1080  0.47
H 0.3704 -1.6114 -3.8009  0.49
O 0.7054 -2.3257 -4.3268  -0.96
H 1.4776 -1.5737 2.5952  0.50
H 0.2894 -2.4236 2.5407  0.50
O 1.2703 -2.5090 2.5582  -0.93
H 1.6533 -3.1954 1.1296  0.52
H 2.9732 -3.6283 0.2558  0.48
O 2.0509 -3.8977 0.4842  -1.01
H -2.7708 0.7298 3.1593  0.51
H -3.0077 2.3879 3.2523  0.53
O -3.3001 1.4425 2.8772  -0.99

2.
This record from OMol25 describes a structure of composition C5H3Br2N3P in a non-equilibrium geometry. The level of theory is ωB97M-V with the def2-TZVPD basis set.

## Properties
* LUMO: -6.231 eV
* charge: +1
* relative energy (zero: lowest compared OMol25 entry of this formula, charge and spin): 21.84 kcal/mol
* HOMO: -14.935 eV

Last column: natural (NBO) charge in e.
Geometry (Å):
C -1.8951 0.2600 1.0081  -0.16
C -0.0633 2.1649 -0.0710  -0.12
C 0.6658 0.6024 2.1855  -0.18
C -0.1638 -1.2535 -1.7843  -0.44
C 0.7784 -0.6526 -0.2051  -0.66
N -2.9995 0.0043 1.0866  0.01
N -0.0904 3.1229 -0.6923  -0.05
N 1.1532 0.8428 3.1924  -0.01
P -0.2039 0.5311 0.6955  1.44
Br 1.0948 -2.2346 0.8388  0.23
Br 2.3828 0.3060 -0.6919  0.23
H -0.8439 -1.9344 -1.2918  0.23
H 0.7123 -1.6198 -2.3177  0.26
H -0.5274 -0.1395 -1.9529  0.22

3.
This record from OMol25 describes the ion C5H3ClN3O4 with charge -1 in a non-equilibrium geometry. The level of theory is ωB97M-V with the def2-TZVPD basis set.

## Properties
* LUMO: 3.488 eV
* charge: -1
* relative energy (zero: lowest compared OMol25 entry of this formula, charge and spin): 0.00 kcal/mol
* HOMO: -5.485 eV

Last column: natural (NBO) charge in e.
Geometry (Å):
C -0.1223 1.3059 -0.6211  0.79
C 1.9923 1.7293 0.2981  0.89
C 1.3033 -0.6125 -0.1389  0.69
C -1.0010 -0.6968 0.4518  0.71
C -2.4573 -0.5267 0.1581  -0.69
N 0.8566 2.1109 -0.1838  -0.70
N 0.0472 -0.0617 -0.2066  -0.55
N 1.3849 -1.8657 -0.4002  -0.53
O -1.1450 1.6678 -1.1495  -0.63
O 2.8604 2.1815 0.9809  -0.59
O 2.3566 0.1914 -0.0367  -0.57
O -0.6625 -1.4762 1.2927  -0.57
Cl 2.9720 -2.4710 -0.4902  0.06
H -2.5155 -0.7419 -0.8417  0.23
H -2.7835 0.4398 0.1788  0.24
H -3.0859 -1.1741 0.7083  0.22

4.
This record from OMol25 describes the molecule C5H3F3 in a non-equilibrium geometry. The level of theory is ωB97M-V with the def2-TZVPD basis set.

## Properties
* LUMO: 0.828 eV
* charge: 0
* relative energy (zero: lowest compared OMol25 entry of this formula, charge and spin): 30.00 kcal/mol
* HOMO: -9.263 eV

Last column: natural (NBO) charge in e.
Geometry (Å):
C -1.1846 -0.7241 -0.7724  0.05
C -0.1284 -0.0851 0.0655  -0.33
C 0.0449 -0.4776 1.3852  -0.04
C -0.0595 -0.7952 2.5427  -0.19
C 0.5622 0.9451 -0.4193  0.82
H -1.1244 -0.2848 -1.7974  0.18
H -2.2328 -0.5621 -0.3777  0.18
H 0.0284 -1.2307 3.5210  0.24
F -0.9793 -2.0818 -0.7310  -0.35
F 1.4495 1.6094 0.2815  -0.29
F 0.4100 1.4612 -1.5679  -0.28

5.
This record from OMol25 describes a cluster of 2 separate species, C5H3F3N2 in total in a non-equilibrium geometry. The level of theory is ωB97M-V with the def2-TZVPD basis set.

## Properties
* LUMO: -1.182 eV
* charge: 0
* relative energy (zero: lowest compared OMol25 entry of this formula, charge and spin): 40.21 kcal/mol
* HOMO: -8.492 eV

Last column: natural (NBO) charge in e.
Geometry (Å):
C 0.7976 0.2645 -1.8855  -0.07
C 0.1535 -0.7224 -1.1803  -0.01
C 1.8056 0.1387 -0.0379  0.03
C 2.6176 0.2741 1.0756  0.35
C 4.6244 0.5747 -0.3535  0.63
N 1.8352 0.7063 -1.2295  -0.31
N 0.7784 -0.8180 -0.0225  -0.47
F 2.2659 -0.5031 2.1150  -0.35
F 4.7408 -0.6320 -0.7698  -0.34
F 5.5015 0.6958 0.6306  -0.36
H 0.5888 0.5299 -2.9534  0.22
H -0.9174 -1.0777 -1.3080  0.23
H 0.4220 -1.2391 0.8643  0.44

6.
This record from OMol25 describes a structure of composition C5H3N in a non-equilibrium geometry. The level of theory is ωB97M-V with the def2-TZVPD basis set.

## Properties
* LUMO: -0.004 eV
* charge: 0
* relative energy (zero: lowest compared OMol25 entry of this formula, charge and spin): 158.92 kcal/mol
* HOMO: -8.786 eV

Last column: natural (NBO) charge in e.
Geometry (Å):
C -0.7947 1.7194 0.3245  0.06
C -0.6770 0.1321 0.3216  -0.10
C 0.7491 0.4582 -0.5691  0.35
C 0.1598 -0.9434 0.7668  -0.28
C -0.4323 0.9836 -0.9789  -0.33
N 1.3720 -0.4227 0.0845  -0.41
H 0.3604 -1.0607 1.8418  0.25
H -0.0469 -1.9181 0.1666  0.24
H -0.6906 1.0515 -1.9579  0.22

no.,HOMO-LUMO gap (hartree)
1,0.3124
2,0.3199
3,0.3297
4,0.3708
5,0.2686
6,0.3227